No. 1
Computed, not measured: an isolated molecule of C4H9N in a non-equilibrium geometry, with ωB97M-V/def2-TZVPD.

Calculated values
Lowest unoccupied orbital energy in eV: 1.2
F_max in eV Å⁻¹: 5.59
Energy above the lowest of the compared OMol25 structures with the same formula, charge and spin in kJ/mol: 175.0
SMILES string: C/C=C/CN
Gap between HOMO and LUMO in eV: 9.78

The geometry in XYZ format:
```
14
Properties=species:S:1:pos:R:3:mulliken_charge:R:1
N 1.42 -1.81 0.18 -0.478
C 0.53 -1.10 -0.72 -0.112
C -0.44 1.07 0.00 0.052
C -1.22 2.13 0.44 -1.162
C -0.36 -0.29 0.11 -0.555
H -1.75 2.02 1.41 0.306
H -0.64 3.05 0.60 0.333
H -1.91 2.61 -0.35 0.251
H -0.82 -0.84 0.84 0.452
H 1.21 -1.57 1.08 0.187
H 1.76 -2.75 -0.12 0.203
H 0.21 1.51 -0.78 0.135
H 1.09 -0.44 -1.51 0.206
H -0.18 -1.82 -1.36 0.183
```


No. 2
Computed, not measured: an isolated molecule of C4H9N in a non-equilibrium geometry, with ωB97M-V/def2-TZVPD.

Calculated values
Lowest unoccupied orbital energy in eV: 1.1
F_max in eV Å⁻¹: 3.78
Energy above the lowest of the compared OMol25 structures with the same formula, charge and spin in kJ/mol: 165.0
SMILES string: CC1(C)CN1
Gap between HOMO and LUMO in eV: 10.32

The geometry in XYZ format:
```
14
Properties=species:S:1:pos:R:3:mulliken_charge:R:1
N 1.02 -0.17 0.82 -0.676
C -1.04 -1.20 -0.02 -1.461
C -0.82 1.34 -0.07 -1.018
C -0.15 0.02 -0.05 1.317
C 1.20 -0.11 -0.65 -0.764
H 1.61 0.77 -1.08 0.294
H -1.56 -1.26 -0.97 0.325
H -1.90 1.32 -0.63 0.277
H 1.54 -1.04 -1.17 0.229
H -0.10 2.08 -0.62 0.273
H -0.98 1.55 1.19 0.236
H 1.34 0.67 1.29 0.250
H -0.49 -2.14 0.19 0.409
H -1.70 -1.07 0.82 0.310
```


No. 3
Computed, not measured: a cluster of 2 separate species, C4H9N in total, with ωB97M-V/def2-TZVPD.

Calculated values
Lowest unoccupied orbital energy in eV: 1.1
F_max in eV Å⁻¹: 0.35
Energy above the lowest of the compared OMol25 structures with the same formula, charge and spin in kJ/mol: 424.6
Gap between HOMO and LUMO in eV: 8.53

The geometry in XYZ format:
```
14
Properties=species:S:1:pos:R:3:mulliken_charge:R:1
N -0.38 -0.78 0.13 0.072
C 0.54 0.00 0.96 0.182
C -0.94 0.00 1.04 -0.616
C 1.29 1.14 0.30 -1.078
C -0.37 -1.57 -0.89 -0.481
H 0.69 1.54 -0.53 0.277
H -1.70 -0.24 1.77 0.237
H 1.47 1.94 1.02 0.298
H -1.30 -2.02 -1.22 0.314
H 0.56 -1.76 -1.40 0.228
H 1.16 -0.64 1.62 0.317
H 2.26 0.80 -0.09 0.309
H -1.59 0.65 -1.70 0.063
H -1.71 0.93 -1.01 -0.121
```


No. 4
Computed, not measured: a cluster of 2 separate species, C4H9N in total in a non-equilibrium geometry, with ωB97M-V/def2-TZVPD.

Calculated values
Lowest unoccupied orbital energy in eV: 1.2
F_max in eV Å⁻¹: 1.66
Energy above the lowest of the compared OMol25 structures with the same formula, charge and spin in kJ/mol: 166.2
SMILES string: C=CN.C=C
Gap between HOMO and LUMO in eV: 9.25

The geometry in XYZ format:
```
14
Properties=species:S:1:pos:R:3:mulliken_charge:R:1
N 1.04 -0.12 2.45 -0.477
C 0.00 -1.06 -2.62 -0.521
C 0.44 0.36 1.30 0.153
C -0.73 0.04 -2.46 -0.461
C -0.78 0.88 1.23 -0.801
H -0.86 0.73 -3.30 0.273
H 0.45 -0.25 3.25 0.196
H -1.53 0.05 -1.73 0.245
H 1.78 -0.79 2.39 0.215
H -0.20 -1.96 -2.06 0.225
H -1.32 0.99 2.16 0.213
H 1.07 0.25 0.42 0.289
H -1.26 1.03 0.27 0.206
H 0.71 -1.26 -3.41 0.246
```


No. 5
Computed, not measured: an isolated molecule of C4H9N in a non-equilibrium geometry, with ωB97M-V/def2-TZVPD.

Calculated values
Lowest unoccupied orbital energy in eV: 1.1
F_max in eV Å⁻¹: 1.04
Energy above the lowest of the compared OMol25 structures with the same formula, charge and spin in kJ/mol: 18.1
SMILES string: CC(C)=CN
Gap between HOMO and LUMO in eV: 8.93

The geometry in XYZ format:
```
14
Properties=species:S:1:pos:R:3:mulliken_charge:R:1
N -0.18 -1.82 -1.18 -0.567
C 0.22 1.76 0.01 -1.285
C -0.05 0.30 0.05 0.675
C -0.32 -0.35 1.38 -1.282
C 0.05 -0.43 -1.06 -0.201
H 0.20 -2.37 -0.42 0.200
H -0.54 2.33 0.56 0.324
H 0.25 0.04 -2.01 0.303
H 0.61 -0.48 1.95 0.270
H -0.99 0.26 1.99 0.349
H 0.13 -2.18 -2.06 0.246
H 0.30 2.21 -0.97 0.336
H -0.82 -1.31 1.22 0.358
H 1.14 2.04 0.54 0.274
```


No. 6
Computed, not measured: an isolated molecule of C4H9N in a non-equilibrium geometry, with ωB97M-V/def2-TZVPD.

Calculated values
Lowest unoccupied orbital energy in eV: -0.6
F_max in eV Å⁻¹: 3.05
Energy above the lowest of the compared OMol25 structures with the same formula, charge and spin in kJ/mol: 731.4
Gap between HOMO and LUMO in eV: 5.54

The geometry in XYZ format:
```
14
Properties=species:S:1:pos:R:3:mulliken_charge:R:1
N -1.07 1.23 -0.69 -0.700
C -1.42 -1.11 -0.09 -0.868
C 2.05 -0.22 0.10 -0.830
C 0.77 0.06 0.82 -0.547
C -0.46 0.11 0.02 0.197
H 1.75 0.85 -0.20 0.263
H -1.80 -1.12 -1.12 0.326
H 1.96 -0.79 -0.89 0.270
H 2.87 -0.38 0.84 0.277
H -2.32 -0.80 0.46 0.258
H -0.98 -2.02 0.35 0.294
H -0.08 0.33 -1.07 0.309
H -0.58 2.11 -0.41 0.324
H 0.80 0.19 1.88 0.427
```


Question: Look up the gap between HOMO and LUMO of the third one.
Answer: 8.53 eV


Question: energy above the lowest of the compared OMol25 structures with the same formula, charge and spin of number 2 (C4H9N)?
Answer: 165.0 kJ/mol


Question: Which of these has the lowest lowest unoccupied orbital energy?
Answer: number 6